Molecular formula: C8H16FN2O3
Method: DFT, ωB97M-V with the def2-TZVPD basis set

```
30
Properties=species:S:1:pos:R:3:nbo_charge:R:1
C 0.52913 -1.43057 2.71178 -0.726
C -0.25205 -0.01481 2.44328 0.672
O 0.34057 1.11166 2.92835 -0.622
N -1.58570 0.17295 1.76027 -0.484
C -1.70562 1.49208 1.03467 -0.452
C -2.00687 -1.01130 0.92672 -0.224
C -1.01164 -1.39357 -0.31644 -0.442
C -1.21300 -0.49866 -1.67568 -0.421
C 0.27360 -0.02830 -2.18797 -0.232
N 1.03398 0.82322 -1.18498 -0.710
C 2.01762 1.76305 -1.84803 0.850
O 1.54114 2.87385 -2.47099 -0.684
O 3.49279 1.51221 -1.78928 -0.634
H -0.20974 -2.36788 2.70662 0.223
H 1.36553 -1.52499 1.86712 0.254
H 1.11245 -1.34297 3.73248 0.260
H -2.56400 1.52827 0.22440 0.200
H -0.72455 1.84166 0.49846 0.260
H -1.98710 2.33471 1.82747 0.217
H -2.21158 -1.90394 1.68159 0.206
H -3.05815 -0.72297 0.44212 0.209
H -1.27369 -2.51745 -0.61836 0.210
H 0.13152 -1.39163 -0.06483 0.212
H -1.65391 -1.21737 -2.52003 0.204
H -1.99257 0.36584 -1.55392 0.216
H 0.20433 0.63083 -3.18056 0.237
H 0.95774 -0.98491 -2.38935 0.185
H 1.59491 0.15268 -0.58115 0.361
H 3.72571 0.99116 -0.96683 0.526
F 5.12912 0.75714 -1.43691 -0.869
```

Calculated values
E_HOMO = -3.822 eV
Net charge = -1
Spin multiplicity = 1